[1]
Molecular formula: C5H8F3NO2
Method: DFT, the ωB97M-V functional and the def2-TZVPD basis

Last column: Mulliken charge in e.
Geometry (Å):
O (1.1035, -2.5651, -0.0752)  -0.527
C (0.3784, -1.7265, 0.8071)  -0.624
C (0.1767, -0.3735, 0.1692)  0.961
C (1.6054, 0.4299, 0.1718)  0.630
F (2.3349, 0.1394, -0.9159)  -0.273
F (1.3520, 1.7181, 0.1673)  -0.246
F (2.3190, 0.1095, 1.2718)  -0.291
N (-0.6936, 0.6308, 1.1018)  -0.691
C (-1.3253, 1.5127, -0.0005)  -0.490
C (-1.0316, 0.7603, -1.3564)  -0.435
O (-0.4387, -0.4325, -1.0399)  -0.469
H (0.6653, -2.5857, -0.9062)  0.309
H (-0.5396, -2.3925, 0.9792)  0.312
H (1.0320, -1.6833, 1.6852)  0.319
H (-1.5536, 0.2231, 1.5294)  0.306
H (-0.6244, 2.4277, -0.0120)  0.151
H (-2.3233, 1.7599, 0.2735)  0.439
H (-2.0253, 0.6550, -1.8009)  0.359
H (-0.4117, 1.3929, -2.0492)  0.264

Results
M = 171.118 g/mol
multiplicity = 1
SMILES string = OC[C@]1(C(F)(F)F)NCCO1
DFT total energy = -19050.8005 eV
Kohn-Sham gap = 10.66 eV

[2]
Molecular formula: C62H121N29O25
Method: DFT, the ωB97M-V functional and the def2-TZVPD basis

Last column: Mulliken charge in e.
Geometry (Å):
C (-25.0028, 33.8127, -5.2586)  0.889
C (-26.3511, 33.0625, -5.2303)  0.380
C (-27.5599, 34.0710, -4.9187)  1.156
C (-28.8654, 33.2640, -4.6282)  0.253
N (-30.1025, 34.2215, -4.4274)  1.035
C (-30.5425, 34.9609, -5.7310)  0.784
C (-30.2679, 36.4645, -5.4722)  0.904
C (-29.5231, 36.6033, -4.1697)  -0.750
C (-29.8656, 35.3236, -3.4214)  0.027
C (-31.3088, 33.3907, -3.8508)  -1.398
C (-31.8729, 32.2764, -4.7248)  2.542
C (-33.1442, 31.6390, -4.1071)  -1.900
H (-24.9059, 34.5601, -4.4711)  -0.073
H (-24.9411, 34.3909, -6.1805)  -0.449
H (-24.1243, 33.1763, -5.3648)  -0.914
H (-26.3984, 32.3721, -4.3881)  0.247
H (-26.5592, 32.6755, -6.2278)  -0.449
H (-27.5445, 34.7401, -5.7790)  -0.169
H (-27.2124, 34.5854, -4.0228)  -0.111
H (-28.7968, 32.6721, -3.7155)  -0.187
H (-29.1876, 32.5851, -5.4178)  -0.299
H (-31.6302, 34.8946, -5.7574)  -0.788
H (-30.0764, 34.5227, -6.6135)  0.693
H (-31.2379, 36.9614, -5.4903)  -0.076
H (-29.6921, 36.8561, -6.3108)  -0.994
H (-29.7854, 37.5725, -3.7456)  0.769
H (-28.4566, 36.7262, -4.3586)  0.197
H (-30.7516, 35.4165, -2.7933)  -0.308
H (-29.0444, 35.0697, -2.7512)  -0.122
H (-32.0513, 34.1312, -3.5531)  0.668
H (-30.8023, 32.9979, -2.9691)  0.268
H (-31.1508, 31.4605, -4.7567)  -0.341
H (-32.0373, 32.6053, -5.7510)  -0.669
H (-32.8701, 31.2561, -3.1241)  0.053
H (-33.6169, 30.7712, -4.5672)  0.428
H (-33.9366, 32.3804, -4.0038)  0.370
C (-20.9860, 28.8295, -0.3109)  -0.690
C (-20.4800, 28.6740, -1.7876)  -0.585
N (-20.3493, 30.0246, -2.3997)  0.275
C (-19.1893, 30.6545, -2.6910)  -0.464
C (-19.4974, 31.8602, -3.2554)  -0.422
N (-20.8155, 31.9448, -3.4894)  0.466
C (-21.3726, 30.8076, -2.9529)  -0.834
C (-21.5517, 33.1150, -4.0462)  -0.509
H (-21.2881, 27.8799, 0.1309)  0.379
H (-21.8349, 29.5132, -0.3202)  0.017
H (-20.1496, 29.1921, 0.2866)  0.321
H (-21.1652, 28.1022, -2.4135)  0.353
H (-19.4931, 28.2120, -1.7611)  0.325
H (-18.2769, 30.1692, -2.3771)  0.432
H (-18.9048, 32.7552, -3.3743)  0.498
H (-22.4232, 30.5600, -2.9163)  0.863
H (-21.2697, 33.0593, -5.0976)  0.327
H (-21.1751, 34.0074, -3.5461)  0.402
H (-22.6381, 33.0804, -3.9648)  -0.126
O (-29.7459, 35.0182, -9.2264)  -1.252
C (-29.6878, 36.3924, -9.5072)  1.266
C (-30.3133, 36.9491, -10.8680)  -0.769
O (-29.8664, 36.5007, -12.1182)  -0.948
H (-28.6578, 36.7253, -9.3787)  -0.049
H (-30.2463, 36.8990, -8.7201)  -0.582
H (-30.0042, 37.9943, -10.8551)  0.306
H (-31.3913, 36.9342, -11.0286)  -0.003
C (-35.0831, 38.0995, -2.6437)  -0.626
C (-35.4341, 38.6529, -1.3887)  -1.089
C (-34.3898, 38.7274, -0.4496)  0.932
C (-33.1195, 38.3158, -0.6637)  -0.798
C (-32.8124, 37.8321, -1.9659)  0.197
C (-33.8204, 37.6151, -2.9212)  0.064
O (-33.4835, 37.0640, -4.1169)  0.294
O (-34.6531, 39.3455, 0.7435)  -0.604
H (-35.8577, 38.0706, -3.3958)  0.477
H (-36.4172, 39.0181, -1.1306)  0.445
H (-32.3482, 38.6334, 0.0223)  0.263
H (-31.7736, 37.5961, -2.1439)  0.348
H (-34.2504, 36.9114, -4.6739)  -0.193
H (-33.8766, 39.5986, 1.2481)  0.326
C (-25.0869, 33.9032, -9.6432)  -0.401
C (-23.9623, 34.6571, -10.0153)  -0.600
C (-23.7769, 35.8345, -9.4593)  0.020
C (-24.6876, 36.3440, -8.5260)  -0.873
C (-25.8878, 35.6600, -8.2639)  0.644
C (-26.0669, 34.4103, -8.8149)  0.525
O (-27.2213, 33.7259, -8.5964)  -0.210
O (-22.5928, 36.4945, -9.6833)  -0.654
H (-25.2901, 33.0052, -10.2076)  0.357
H (-23.2574, 34.1692, -10.6721)  0.321
H (-24.5062, 37.2360, -7.9448)  0.940
H (-26.6657, 35.9931, -7.5930)  0.171
H (-27.9156, 34.3779, -8.7161)  -0.633
H (-21.9500, 35.9824, -10.1795)  0.439
C (-34.4138, 36.7139, -7.2999)  0.249
C (-33.3878, 36.2264, -8.0700)  -0.287
C (-33.2247, 34.8317, -8.1096)  0.266
C (-33.9320, 33.9552, -7.2459)  -0.930
C (-34.9780, 34.4670, -6.5050)  -0.215
C (-35.2645, 35.8061, -6.5156)  -0.078
O (-36.2049, 36.3345, -5.7241)  -0.526
O (-32.3382, 34.2676, -9.0163)  -0.771
H (-34.7250, 37.7476, -7.3321)  0.528
H (-32.8693, 36.8413, -8.7907)  0.333
H (-33.8908, 32.8778, -7.3101)  0.586
H (-35.6092, 33.8426, -5.8902)  0.235
H (-36.9229, 35.7426, -5.4881)  0.312
H (-31.5280, 34.7499, -9.1970)  -0.009
C (-35.4510, 30.5651, 0.5933)  -0.717
C (-34.9321, 30.2196, -0.6552)  0.055
C (-35.6972, 29.6724, -1.6460)  -0.291
C (-37.0254, 29.4847, -1.4471)  -0.432
C (-37.6271, 29.8379, -0.2342)  -0.898
C (-36.8044, 30.3508, 0.7926)  0.786
O (-37.2933, 30.5509, 2.0553)  -0.520
O (-35.1035, 29.2677, -2.7447)  -0.314
H (-34.7964, 30.9897, 1.3400)  0.562
H (-33.8681, 30.3054, -0.8196)  0.616
H (-37.5905, 29.0989, -2.2827)  0.310
H (-38.7016, 29.7967, -0.1330)  0.297
H (-38.2291, 30.3377, 2.0746)  0.279
H (-35.8010, 29.1384, -3.3915)  0.248
C (-20.4733, 31.0192, -7.8744)  -0.756
C (-20.1011, 32.2939, -8.3885)  -0.799
C (-20.9928, 33.3297, -8.1509)  0.025
C (-22.2582, 33.1311, -7.6971)  0.754
C (-22.6275, 31.9102, -7.3345)  1.253
C (-21.7631, 30.8704, -7.4290)  -0.317
O (-22.2131, 29.7009, -6.9238)  -0.645
O (-20.7510, 34.6005, -8.6062)  -0.694
H (-19.8176, 30.1804, -8.0558)  0.466
H (-19.2009, 32.5206, -8.9404)  0.505
H (-23.0538, 33.8611, -7.6739)  -0.097
H (-23.6631, 31.7990, -7.0491)  -0.272
H (-23.1658, 29.6156, -7.0059)  0.310
H (-21.1612, 35.2332, -8.0121)  0.481
C (-29.1016, 31.3455, -0.9283)  0.526
O (-30.2244, 30.9518, -0.6563)  -0.844
N (-28.5560, 32.4269, -0.4824)  -0.046
N (-28.3411, 30.8365, -1.8515)  0.295
H (-27.5607, 32.5366, -0.6142)  0.009
H (-29.0802, 33.0365, 0.1290)  0.187
H (-28.7687, 30.0612, -2.3374)  -0.031
H (-27.4485, 31.2488, -2.0827)  -0.024
C (-30.9778, 39.7506, -6.9350)  0.759
O (-29.7557, 39.7761, -6.9057)  -0.744
N (-31.6213, 39.4666, -8.0025)  -0.336
N (-31.7974, 39.9966, -5.9759)  -0.417
H (-31.1440, 38.9955, -8.7577)  0.184
H (-32.6081, 39.6818, -8.0046)  0.153
H (-32.7690, 39.7280, -6.0388)  0.129
H (-31.3181, 40.1916, -5.1085)  0.200
C (-27.6781, 29.5458, -4.8616)  0.352
O (-28.5953, 29.4207, -4.0962)  -0.535
N (-26.5114, 28.9716, -4.7009)  -0.255
N (-27.6955, 29.9556, -6.0515)  0.373
H (-25.8046, 28.9628, -5.4223)  -0.029
H (-26.3606, 28.4846, -3.8290)  0.231
H (-28.5406, 30.2142, -6.5405)  -0.268
H (-26.7950, 30.0286, -6.5030)  0.248
C (-30.5996, 31.2824, -7.8085)  0.644
O (-30.3343, 30.2588, -7.2177)  -0.890
N (-31.7840, 31.5908, -8.3231)  -0.284
N (-29.7316, 32.2214, -7.9259)  0.771
H (-32.0359, 32.5505, -8.5121)  0.077
H (-32.4921, 30.8753, -8.2414)  0.266
H (-29.8539, 33.0953, -8.4174)  -0.137
H (-28.8034, 32.1356, -7.5372)  -0.638
C (-24.5505, 32.4946, -1.3834)  0.049
O (-25.7005, 32.3511, -1.6696)  -0.203
N (-23.8693, 33.5468, -1.5528)  -0.171
N (-23.8621, 31.5498, -0.8041)  -0.405
H (-22.9021, 33.6383, -1.2769)  0.105
H (-24.3090, 34.3819, -1.9126)  -0.064
H (-22.9278, 31.7567, -0.4810)  0.130
H (-24.3015, 30.6941, -0.4962)  0.243
C (-25.3053, 30.1799, -8.3808)  0.702
O (-25.1258, 29.9294, -7.2030)  -0.817
N (-24.6435, 29.7680, -9.4080)  -0.299
N (-26.1449, 31.0944, -8.7449)  0.297
H (-25.0114, 30.1846, -10.2513)  0.136
H (-23.9197, 29.0751, -9.2815)  0.318
H (-26.6160, 31.7098, -8.0972)  -1.106
H (-26.4680, 31.0513, -9.7009)  0.348
C (-31.5153, 27.4337, -5.4372)  0.476
O (-31.7443, 26.4378, -4.7867)  -0.769
N (-30.4336, 27.5774, -6.1549)  -0.394
N (-32.3357, 28.4751, -5.4797)  -0.179
H (-29.6559, 27.0591, -5.7721)  0.228
H (-30.2945, 28.4875, -6.5702)  0.524
H (-33.2040, 28.3045, -4.9929)  0.094
H (-31.9560, 29.2366, -6.0238)  0.120
C (-30.3809, 27.8008, -1.4543)  0.646
O (-29.5628, 27.8737, -0.6043)  -0.718
N (-31.2295, 28.6955, -1.7896)  -0.102
N (-30.3091, 26.7842, -2.2344)  -0.352
H (-31.1391, 29.4531, -1.1277)  0.173
H (-31.7041, 28.6529, -2.6802)  0.038
H (-30.7405, 26.8053, -3.1474)  0.114
H (-29.5364, 26.1724, -2.0140)  0.210
C (-29.7695, 37.5683, 1.3685)  0.538
O (-29.3139, 38.6092, 1.7609)  -0.762
N (-29.6396, 37.0975, 0.1391)  0.349
N (-30.5555, 36.8695, 2.1299)  -0.248
H (-28.9737, 37.5413, -0.4771)  0.087
H (-29.8628, 36.1390, -0.0882)  -0.019
H (-31.0209, 36.1280, 1.6264)  0.094
H (-30.7487, 37.1193, 3.0893)  0.214
C (-26.4912, 39.3704, -7.7670)  0.436
O (-25.3707, 39.8932, -7.7496)  -0.782
N (-27.1317, 39.0506, -6.6907)  0.117
N (-27.1946, 39.0306, -8.7854)  -0.092
H (-28.1302, 38.8997, -6.7075)  0.030
H (-26.6346, 39.2037, -5.8249)  0.107
H (-26.5913, 39.2184, -9.5733)  0.256
H (-28.0678, 38.5322, -8.6891)  0.022
C (-26.1883, 36.7948, -1.6049)  0.629
O (-27.2756, 37.3215, -1.5154)  -0.709
N (-25.4919, 36.7850, -2.6791)  -0.113
N (-25.8282, 35.9428, -0.6885)  -0.266
H (-25.6599, 37.6039, -3.2459)  0.118
H (-24.5972, 36.3194, -2.7329)  -0.019
H (-24.9432, 35.4563, -0.7033)  0.115
H (-26.5122, 35.7141, 0.0185)  0.243
C (-31.7468, 34.1405, -0.2542)  1.010
O (-30.5217, 34.4267, -0.3234)  -0.601
N (-32.2393, 32.9491, -0.3478)  0.150
N (-32.7083, 35.0269, -0.0728)  -0.304
H (-33.2436, 32.8440, -0.3247)  0.054
H (-31.6084, 32.2208, -0.6504)  -0.398
H (-32.4616, 35.9852, 0.1294)  -0.154
H (-33.6646, 34.7033, -0.0995)  0.168
C (-22.4058, 37.0380, -6.3189)  0.447
O (-21.6642, 36.1661, -6.7315)  -0.910
N (-22.9858, 36.9678, -5.1866)  -0.121
N (-22.4256, 38.1706, -6.9055)  -0.264
H (-23.5350, 37.7729, -4.9215)  0.091
H (-22.6151, 36.3638, -4.4669)  0.064
H (-23.0262, 38.9065, -6.5623)  0.163
H (-21.9477, 38.0327, -7.7845)  0.327

Results
M = 1672.828 g/mol
multiplicity = 1
DFT total energy = -160657.7624 eV
Kohn-Sham gap = 1.51 eV

[3]
Molecular formula: C22H18Cl3MnN6
Method: DFT, the ωB97M-V functional and the def2-TZVPD basis

Last column: Mulliken charge in e.
Geometry (Å):
Mn (-0.8244, -1.5070, -0.6519)  0.124
C (2.3207, -0.2729, 5.0596)  -1.507
C (1.8070, -0.1957, 3.6534)  0.431
C (1.1256, 0.9355, 3.1998)  -0.893
C (0.6064, 1.0025, 1.9244)  -0.101
C (0.7746, -0.0488, 1.0136)  0.452
N (0.2015, -0.0191, -0.2675)  -0.073
C (0.3647, 1.1265, -1.0351)  0.640
C (1.4798, 1.9697, -0.8804)  -0.193
C (1.6763, 3.0697, -1.6848)  -1.144
C (0.7978, 3.3865, -2.7211)  0.317
C (1.0607, 4.5413, -3.6410)  -1.563
C (-0.2978, 2.5590, -2.8966)  -0.539
C (-0.5272, 1.4705, -2.0593)  0.406
N (-1.7257, 0.7260, -2.2758)  0.459
C (-2.8933, 1.2204, -2.7162)  -0.082
C (-3.7276, 0.1608, -3.0049)  -0.983
C (-2.9860, -0.9656, -2.6827)  -0.191
N (-1.7638, -0.6354, -2.2458)  -0.652
C (1.4667, -1.1760, 1.4753)  -0.267
C (1.9555, -1.2559, 2.7741)  -0.369
N (1.6970, -2.2767, 0.6031)  0.186
C (2.7852, -3.0660, 0.5350)  -0.123
C (2.5272, -4.0622, -0.3796)  -1.031
C (1.2321, -3.8062, -0.8276)  -0.218
N (0.7352, -2.7233, -0.2325)  -0.200
H (2.6209, 0.7111, 5.4170)  0.389
H (3.1822, -0.9350, 5.1328)  0.380
H (1.5537, -0.6499, 5.7383)  0.285
H (0.9882, 1.7741, 3.8712)  0.411
H (0.0743, 1.8879, 1.6006)  0.570
H (2.2039, 1.7427, -0.1101)  0.479
H (2.5501, 3.6880, -1.5204)  0.397
H (1.6086, 5.3316, -3.1299)  0.385
H (0.1328, 4.9657, -4.0224)  0.378
H (1.6586, 4.2282, -4.4990)  0.304
H (-0.9887, 2.7455, -3.7083)  0.567
H (-3.0375, 2.2822, -2.8043)  0.516
H (-4.7303, 0.2114, -3.3869)  0.451
H (-3.2675, -2.0053, -2.7363)  0.460
H (2.4502, -2.1646, 3.0926)  0.535
H (3.6575, -2.8433, 1.1235)  0.483
H (3.1874, -4.8512, -0.6877)  0.426
H (0.6480, -4.3331, -1.5639)  0.453
Cl (-4.8464, -3.7365, 2.3010)  -0.069
C (-4.3740, -2.0324, 2.2851)  0.798
Cl (-3.8408, -1.5075, 3.8826)  -0.066
Cl (-5.6971, -1.0139, 1.6936)  -0.073
C (-3.2450, -1.8838, 1.3552)  0.038
N (-2.3573, -1.7696, 0.6405)  -0.381

Results
M = 527.725 g/mol
expectation value of S² = 0.856
net charge = +1
multiplicity = 2
DFT total energy = -100926.9255 eV
Kohn-Sham gap (spin up / spin down) = 6.78 / 6.99 eV

[4]
Molecular formula: C3H9N2
Method: DFT, the ωB97M-V functional and the def2-TZVPD basis

Last column: Mulliken charge in e.
Geometry (Å):
C (1.8159, 0.0199, 1.4562)  -0.601
C (0.9884, 0.8492, 0.8249)  -0.175
N (-0.3587, 0.4939, 0.3554)  -0.270
C (-0.5423, -0.6627, -0.6341)  -0.360
N (-1.5846, -0.2455, -1.7380)  -0.550
H (1.7448, -1.0418, 1.4650)  0.280
H (2.7265, 0.3876, 1.8688)  0.274
H (1.3760, 1.8350, 0.5668)  0.277
H (-0.7339, 1.5571, -0.0362)  0.470
H (-1.1040, 0.4392, 1.1842)  0.461
H (-0.8366, -1.5186, -0.1099)  0.364
H (0.4171, -1.0738, -1.0663)  0.348
H (-1.3982, -0.3898, -2.6762)  0.230
H (-2.5103, -0.6497, -1.4606)  0.252

Results
M = 73.119 g/mol
net charge = +1
multiplicity = 1
SMILES string = C=C[NH2+]CN
DFT total energy = -6227.9823 eV
Kohn-Sham gap = 10.76 eV